# C11H21N3

An isolated ion of composition C11H21N3 and charge +2 (ωB97M-V/def2-TZVPD, the OMol25 dataset).

Total charge: +2
HOMO-LUMO gap, hartree: 0.2691
Energy above the lowest of the compared OMol25 structures with the same formula, charge and spin, kcal per mole: 105.9
HOMO, eV: -16.722

Atoms and positions in Å:
H -5.283079 0.301097 -1.075307
C 1.416693 1.731474 0.038486
H 1.370781 -2.846519 0.007304
C -3.332733 0.326834 -0.327849
H -0.301313 2.336175 1.321089
C -0.590094 -1.958741 0.088199
H 2.676797 3.242500 -0.972656
H 0.064678 0.186370 0.722035
H 4.705103 -2.441061 -0.247861
C 2.611696 2.128412 -0.841503
H 3.510311 1.919868 -0.156294
N 1.565268 -0.821343 -0.019555
H 3.564884 -0.625150 0.823212
H -4.175845 1.382125 1.458785
H -5.207287 -1.003748 -0.179589
H 1.237014 3.148502 1.451069
C 3.662789 -2.363116 -0.231720
H -0.954631 -2.932168 0.311102
N -1.379385 -1.014978 -0.109871
C -3.376492 0.541645 1.184246
C 3.043485 -0.934866 -0.112228
C 0.612998 2.725797 0.755068
C 0.999755 0.475592 0.260715
C -4.528699 -0.474627 -0.859928
H -3.580904 -0.515602 1.643592
H 0.324105 3.563063 0.095132
N -2.228394 -0.438531 -0.655096
H 3.399673 -2.983125 -1.074527
H 3.268066 -0.431759 -0.976036
H -2.390874 0.879934 1.467548
H 2.489999 1.528800 -1.844307
C 0.870969 -1.924403 0.087479
H -3.236308 1.187009 -0.924240
H -4.251591 -0.990778 -1.823163
H 3.422581 -2.904686 0.716678

Atoms 1-2, force components in eV/Å:
H 0.481 0.052 -0.695
C 0.343 -0.770 -0.759

=====

# C11H21N3O4

The molecule C11H21N3O4 (ωB97M-V/def2-TZVPD, the OMol25 dataset).

Total charge: 0
SMILES: CC[C@H](C)[C@H](N)C(=O)N[C@@H](CCC(N)=O)C(=O)O
HOMO-LUMO gap, hartree: 0.3558
Energy above the lowest of the compared OMol25 structures with the same formula, charge and spin, kcal per mole: 172.9
HOMO, eV: -9.343

Atoms and positions in Å:
H 2.613630 4.095509 1.851885
H 0.405458 3.140693 0.368862
O -3.139612 -2.415594 0.240316
H 1.600187 1.272092 -1.175973
H -1.086219 1.353017 2.585908
H 1.252680 -2.483648 0.834285
C 0.494168 2.265379 1.059091
H 3.928271 2.749831 2.792037
O -4.105502 -1.674414 -1.832152
C -0.346380 0.472722 -0.489610
H -0.465793 -2.820644 0.548608
H 2.211138 -0.135188 -0.163480
H -4.929662 -2.277406 -1.831672
C -0.805814 -1.544505 -2.431956
C -1.805076 -1.006636 -1.362660
H -1.081278 -1.236365 0.676862
C 0.742366 0.860744 0.510514
O -0.572608 0.877737 -1.724309
H -1.833136 2.319080 1.191570
H -0.310340 -0.423844 -2.630464
H -2.098786 -0.135486 -1.903502
C -0.112315 -2.850111 -2.200530
C -3.122884 -1.790740 -0.843949
C 3.032736 3.034902 1.953077
H 3.469052 2.519124 0.956438
N 0.573761 -2.994847 0.192111
C 1.030114 -2.724380 -1.156062
H -1.384534 -1.774716 -3.334993
H 1.019414 2.951161 3.120773
O 2.136551 -2.285996 -1.364796
H 1.750186 1.292211 2.599906
C 1.532806 2.324996 2.190874
H 0.722213 0.129267 1.429374
N -1.215665 -0.589074 -0.113090
H 0.604266 -3.198544 -3.018190
C -0.842069 2.191526 1.810521
N 1.937687 0.930842 -0.190581
H -0.854727 -3.549237 -1.730510
H -0.944281 3.130541 2.585465

Atoms 1-2, force components in eV/Å:
H 1.998 -1.064 0.055
H 0.687 -1.035 0.193

=====

# C11H21N3O5SW

C11H21N3O5SW as an isolated structure (ωB97M-V/def2-TZVPD, the OMol25 dataset).

Total charge: +2
HOMO-LUMO gap (alpha / beta), hartree: 0.2763 / 0.2717
Energy above the lowest of the compared OMol25 structures with the same formula, charge and spin, kcal per mole: 2.4
HOMO (alpha / beta), eV: -15.356 / -15.387

Atoms and positions in Å:
H -3.021402 0.056248 0.493682
O -1.498630 -0.116908 -1.912621
C -3.059717 -0.333148 1.512538
H 2.725230 1.442449 -3.401556
C 1.553024 -0.668573 3.046449
H 2.155599 -0.912266 -3.784438
S -0.409025 -1.656925 1.055082
N -1.934387 0.170506 2.303781
H 1.629281 -1.753560 3.135073
H 0.371487 -0.462543 5.289917
C -0.989299 1.080196 -1.843217
C -2.160874 1.497490 2.888041
C -0.228837 1.440335 -3.109846
H -0.793932 1.180835 -4.001390
H 2.162618 -0.210451 3.820062
C -0.757796 -0.429355 2.318941
H 1.920209 2.068908 -1.957299
C 0.247956 -1.872708 -3.507463
O 2.064983 -0.413733 -0.746866
H 1.030717 -2.989897 -1.963469
H 0.877838 -0.328678 -4.844538
H -3.976646 0.010557 1.985856
H -3.070711 -1.418480 1.492163
H -0.814829 -1.679710 -3.632845
N 0.169318 -0.217124 3.239227
N 0.892165 0.472688 -2.855363
H 0.518901 -2.726182 -4.125653
H -2.682607 2.095943 2.141870
C 2.948859 0.267595 -1.576597
H 0.172899 1.227529 4.803007
C -0.153535 0.206544 4.610274
H 0.119455 2.467949 -3.155309
W 0.201148 -0.549090 -0.854852
O 4.117035 0.136412 -1.513790
O 0.385554 -2.274593 -2.089944
C 2.155355 1.158657 -2.516075
C 1.097098 -0.646848 -3.822530
H 1.939832 -0.355836 2.075058
H -1.217932 1.981061 3.119736
O -0.687836 1.503041 -0.694912
H -2.780798 1.439275 3.781562
H -1.217767 0.112389 4.798253

Atoms 1-2, force components in eV/Å:
H -0.010 0.010 0.013
O 0.201 -0.135 0.228

=====

# C11H21NOS

A 2-piece molecular cluster, C11H21NOS overall (ωB97M-V/def2-TZVPD, the OMol25 dataset).

Total charge: 0
SMILES: C=C/C(C)=C1\CCCC[C@@H]1C.NSO
HOMO-LUMO gap, hartree: 0.3283
Energy above the lowest of the compared OMol25 structures with the same formula, charge and spin, kcal per mole: 70.1
HOMO, eV: -8.448

Atoms and positions in Å:
H -5.074774 0.156743 1.597091
C -0.621971 2.840559 -0.384551
C 0.099599 -0.938161 1.669580
H -0.361237 -0.079679 2.247263
H 1.918216 0.174238 1.430228
H 0.960953 1.551033 2.489571
C 0.635783 -1.091531 -2.131956
H 1.784218 -2.923416 -1.425612
H -0.986404 -0.739308 -0.739613
C 1.145905 -2.118508 -1.112928
S -4.291996 -0.435342 -0.438474
C 1.979768 -1.475864 0.109704
C 0.449933 0.637936 -0.135651
H -2.211106 1.493536 -0.762887
H -2.520914 3.216301 -1.305729
H 2.287717 -2.333816 0.700244
H -2.942153 -2.298305 0.297886
H -0.056667 -1.483783 -2.827028
N -4.813733 0.592723 0.762884
C 1.188286 -0.412574 0.834639
H -0.104679 3.770298 -0.367303
C 0.592021 2.355315 1.779385
H -0.247064 2.783183 2.220912
C -1.791766 2.530118 -0.828777
H 0.314172 -2.667552 -0.754772
C 0.202075 1.836712 0.349932
H -0.770343 -1.277208 1.160780
H -4.005126 1.110218 1.026724
H 2.864176 -1.028301 -0.303521
H 1.425533 -0.576849 -2.663228
H 1.404022 3.114009 1.954894
C -0.248582 -0.095199 -1.248671
O -2.898268 -1.305813 0.182963
H 0.356037 -1.684937 2.480823
H -0.645447 0.822293 -1.756651

Atoms 1-2, force components in eV/Å:
H -1.156 -1.190 1.350
C 2.255 -0.966 1.658

=====

# C11H22B3Cl2F3O4

A 2-piece molecular cluster, C11H22B3Cl2F3O4 overall (ωB97M-V/def2-TZVPD, the OMol25 dataset).

Total charge: 0
SMILES: CCCCCCB1OBOB(C[C@@H](O)C(F)(F)F)O1.ClCCCl
HOMO-LUMO gap, hartree: 0.4093
HOMO, eV: -10.805

Atoms and positions in Å:
H -2.025550 6.130019 -1.239827
H -5.669594 0.767727 -0.374711
H 0.446070 -0.208133 -2.790888
B 2.831598 0.867118 0.573139
H -4.431047 1.650024 -2.116279
H 3.483328 -3.709611 -0.130978
F 2.824375 -5.600408 3.391497
H -0.661771 -0.840500 -0.060442
B 1.463589 -0.801331 -0.422583
F 4.662536 -5.857703 2.286017
B 3.114735 -1.432185 1.147109
H -3.197804 -0.108473 -2.841298
H -4.267770 0.011550 0.377815
H -4.621465 1.720068 0.674298
H -1.069278 1.243670 -1.137037
O 1.921787 0.510018 -0.402892
Cl -1.486836 3.350005 1.128628
H -2.891673 -0.676940 -1.186413
O 2.355684 -1.782494 0.038565
H -3.135517 2.183530 -1.041652
H 3.010651 2.014537 0.822290
H -1.316681 1.308643 -2.878959
C 3.328689 -3.915945 1.786398
H -2.249684 5.567771 1.107835
H 2.837328 -2.279580 3.122327
H -0.058157 -2.269054 -0.892999
C -1.896981 5.090809 -0.942667
C -1.383415 0.647881 -2.003695
H -0.531806 5.454457 0.685042
C -3.761256 1.324548 -1.310580
H -0.935111 -1.303494 -2.797553
C 3.860411 -4.943213 2.817176
C 0.016677 -1.176293 -0.860352
C -4.626288 0.934472 -0.090329
O 3.508912 -0.104356 1.285431
O 3.988881 -4.151556 0.560003
F 4.534952 -4.370412 3.833497
C -1.515578 5.025633 0.514607
C 3.492364 -2.469167 2.258990
C -2.843732 0.196605 -1.848065
H 4.519176 -2.268080 2.583491
Cl -0.638633 4.395553 -1.995700
H 2.256128 -4.140805 1.707386
C -0.420582 -0.535880 -2.203664
H -2.821663 4.550974 -1.131977

Atoms 1-2, force components in eV/Å:
H 0.022 0.009 0.017
H 0.124 -0.043 0.040

=====

# C11H22BaClO6

C11H22BaClO6 as an isolated structure (ωB97M-V/def2-TZVPD, the OMol25 dataset).

Total charge: +1
HOMO-LUMO gap, hartree: 0.3614
Energy above the lowest of the compared OMol25 structures with the same formula, charge and spin, kcal per mole: 0.0
HOMO, eV: -12.309

Atoms and positions in Å:
H -5.588531 -1.402730 -0.628013
O 0.411760 -1.958271 -1.359296
O 0.589377 1.483454 -1.686891
H -1.723256 5.485898 1.310426
H 2.423339 2.436388 -1.873479
H -4.132078 3.585254 1.090018
O -2.965690 -1.353867 0.837087
H -0.984433 1.758832 -2.951225
O 1.932509 -0.120004 0.279246
C -4.676000 -1.992089 -0.691211
C 2.497729 1.060931 -0.270237
O -3.071944 -0.250132 -1.093467
H 2.381175 0.759900 -2.417299
C 0.097053 1.878512 -2.967042
H 0.516703 1.249015 -3.755270
H 3.503900 -1.371368 -0.252435
H 2.143804 -1.347990 -2.306577
C -3.497101 3.602581 0.200363
H 2.223029 -2.944088 -1.560887
H -1.253080 -2.489769 -2.417866
C 2.414320 -1.391837 -0.147228
C -1.245681 4.748694 0.660338
H 3.588538 0.977787 -0.326595
H -4.743838 -2.849361 -0.030975
H 0.074209 -3.677311 -2.479206
O -1.612962 2.434338 1.031776
Ba -0.854457 0.012871 0.254817
C -3.489124 -1.131096 -0.290280
H -3.694894 4.520810 -0.346801
H 0.349484 2.921203 -3.171603
C 1.827319 -1.929341 -1.434329
Cl -4.515653 -2.578108 -2.364485
C -0.174382 -2.614757 -2.488287
H 2.257760 1.848691 0.445283
C -2.073018 3.502841 0.650800
H -0.236407 4.548351 1.009346
H 2.171551 -2.068676 0.672926
H -1.227106 5.184831 -0.340235
H 0.184463 -2.167706 -3.418647
C 2.008763 1.445993 -1.650267
H -3.760850 2.729329 -0.397492

Atoms 1-2, force components in eV/Å:
H -0.005 0.003 -0.022
O 0.056 0.189 0.124

=====

no.,E_tot (eV),largest force on an atom (eV/Å)
1,-16195.6535,3.5
2,-24402.7252,6.7
3,-39100.9432,0.8
4,-26117.0773,4.4
5,-55188.7170,0.9
6,-37262.0767,0.4